A 3-piece molecular cluster, C3H10N4 overall in a non-equilibrium geometry. Source: the Open Molecules 2025 dataset; level of theory: wB97M-V/def2-TZVPD.

Computed properties:
**E**: -9228.4031 eV
**Orbital gap (alpha / beta)**: 7.607 / 7.161 eV

Geometry as ORCA input:
```
! RIJCOSX wB97M-V def2-TZVPD def2/J DEFGRID3
* xyz 0 1
C -1.29176 -0.60239 1.73367
N -0.38369 0.22165 0.95067
N -0.98323 0.16489 -0.87726
N -1.85019 0.97645 -1.07786
H -0.40275 1.20169 1.22560
H -1.75461 1.94195 -0.72338
H -2.31626 -0.23601 1.64086
H -1.01150 -0.61433 2.79266
H -1.24768 -1.62041 1.34648
N 1.98059 -0.72179 0.09983
C 1.66957 -0.50999 -1.15463
C 0.95071 0.62710 -1.57779
H 0.62991 -0.17914 0.88235
H 2.37612 -1.64221 0.26325
H 1.77985 -1.30773 -1.89787
H 0.81688 0.76917 -2.64433
H 1.03804 1.53108 -0.98224
*
```